# 1
Below is an isolated molecule of C8H14N2O2S in a non-equilibrium geometry, with properties calculated with the ωB97M-V functional and the def2-TZVPD basis.

Cartesian coordinates (Å):
C  -2.2344  0.8309  -0.1774
C  -1.4312  0.5074  1.2230
C  -0.1210  1.3324  -1.5000
C  -0.2003  -1.2440  -0.0580
C  0.9693  -2.1265  -0.0243
C  2.2199  1.7173  -0.9895
C  -0.3142  -1.2182  2.4127
C  0.7677  1.8007  -0.4768
N  -1.4671  1.1055  -1.2948
N  -0.6118  -0.5998  1.1232
O  -3.4508  0.7275  -0.3260
O  -1.5331  1.2568  2.1555
S  -1.4788  -1.8843  -1.0901
H  0.1074  1.3953  -2.5111
H  1.3703  -2.4746  -0.9513
H  0.6188  -3.0410  0.4914
H  1.7563  -1.7165  0.5611
H  2.2108  1.0262  -1.8692
H  2.6779  1.2728  -0.0716
H  2.5644  2.8060  -1.2091
H  0.7532  -1.4269  2.4715
H  -0.7074  -0.4759  3.0764
H  -1.0378  -2.1603  2.6167
H  0.6902  2.8274  -0.0883
H  0.6774  1.1785  0.4275
H  -2.0854  1.2093  -2.0974
H  -0.7103  -2.6259  -1.8239

Results
**E_tot**: -971.25936 hartree
**Net charge**: 0
**Frontier orbital gap (spin up / spin down)**: 0.278 / 0.257 Eh

=====

# 2
Below is an isolated molecule of C8H14N2O2S2 in a non-equilibrium geometry, with properties calculated with the ωB97M-V functional and the def2-TZVPD basis.

Cartesian coordinates (Å):
O  4.2071  -0.7880  -0.5259
C  3.0243  -0.2754  -0.1385
C  2.3975  1.0329  -0.4815
C  1.3059  1.6263  0.6153
S  0.4401  3.1400  0.0465
S  -1.0175  1.9663  -1.0331
C  -2.3576  1.5466  0.0555
C  -2.1642  0.2883  0.9949
C  -2.5034  -0.9618  0.0349
O  -3.7174  -1.1408  -0.3205
N  -1.5391  -1.8644  -0.4436
C  -0.1157  -1.5269  -0.8341
C  0.6272  -1.4627  0.4921
N  2.1308  -1.2697  0.3631
H  3.1390  1.6447  -0.8184
H  1.7891  0.8951  -1.3685
H  1.6216  1.9827  1.6021
H  0.4819  0.9381  0.9573
H  -2.6037  2.5255  0.6276
H  -2.9082  1.4507  -0.9729
H  -2.9629  0.3904  1.7507
H  -1.1555  0.4384  1.2682
H  -1.9776  -2.3339  -1.3331
H  0.3288  -2.3975  -1.4331
H  -0.3476  -0.4893  -1.5185
H  0.2339  -0.8569  1.1961
H  0.8333  -2.5334  0.8331
H  2.8098  -1.9654  0.3842

Results
**E_tot**: -1369.45913 hartree
**Net charge**: 0
**Frontier orbital gap**: 0.343 Eh
**SMILES**: O=C1CCSSCCC(=O)NCCN1

=====

# 3
Below is an isolated molecule of C8H14N2O3 in a non-equilibrium geometry, with properties calculated with the ωB97M-V functional and the def2-TZVPD basis.

Cartesian coordinates (Å):
C  -2.5501  1.7771  0.0574
C  -2.3409  0.3338  0.5779
N  -1.1426  0.1063  1.3415
C  0.1747  -0.3949  0.9910
O  0.8484  -0.8384  1.8708
C  0.5375  -0.3028  -0.4201
C  1.7005  -1.2956  -0.6803
C  2.8580  -0.5713  0.0028
C  2.5977  0.8607  -0.4678
N  1.1576  1.0340  -0.6028
C  -2.4266  -0.8861  -0.4595
O  -2.7460  -0.8665  -1.6007
O  -1.9426  -2.0039  0.0454
H  -1.5737  2.2746  0.2366
H  -2.8056  1.9552  -0.9406
H  -3.2200  2.2471  0.7245
H  -3.2334  0.1762  1.2645
H  -1.2115  0.2128  2.3020
H  -0.2966  -0.4004  -1.0899
H  1.9320  -1.4866  -1.7597
H  1.4622  -2.3028  -0.2092
H  3.8057  -0.9206  -0.4874
H  2.8480  -0.9066  1.0289
H  2.9737  1.5786  0.2825
H  3.1612  1.1056  -1.4049
H  0.9841  1.3869  -1.5519
H  -1.5514  -1.8724  0.9490

Results
**E_tot**: -648.44616 hartree
**Net charge**: 0
**Frontier orbital gap**: 0.366 Eh
**SMILES**: C[C@H](NC(=O)[C@@H]1CCCN1)C(=O)O

=====

# 4
Below is an isolated molecule of C8H14N2O4 in a non-equilibrium geometry, with properties calculated with the ωB97M-V functional and the def2-TZVPD basis.

Cartesian coordinates (Å):
O  -1.9232  -1.5716  -0.4794
C  -1.2407  -0.8008  -1.0445
O  -1.6739  0.3362  -1.5901
C  0.2057  -1.1468  -1.3476
C  0.6466  -2.1795  -0.3655
O  1.9762  -2.6850  -0.6169
N  0.9898  0.1082  -1.4114
C  1.3844  0.5946  -0.1407
O  2.5095  0.3610  0.3633
C  0.5777  1.5183  0.7317
C  0.1582  0.7071  2.0021
C  -1.2234  1.3188  2.4553
C  -1.7978  1.5889  1.0377
N  -0.6614  2.1269  0.2375
H  -0.8868  0.8213  -1.9289
H  0.2528  -1.5760  -2.3744
H  -0.0502  -3.0766  -0.3021
H  0.5521  -1.6198  0.5142
H  2.5873  -2.4979  0.1198
H  1.9420  -0.0702  -1.8205
H  1.1638  2.3733  1.1143
H  1.0189  0.7053  2.7508
H  0.0955  -0.3385  1.7908
H  -0.9247  2.3146  2.9631
H  -1.8223  0.7568  3.1201
H  -2.6432  2.3856  1.0054
H  -2.0587  0.6634  0.6078
H  -0.8978  2.3840  -0.7288

Results
**E_tot**: -723.66020 hartree
**Net charge**: 0
**Frontier orbital gap**: 0.334 Eh
**SMILES**: O=C(O)[C@H](CO)NC(=O)[C@@H]1CCCN1

=====

# 5
Below is an isolated molecule of C8H14N2O4 in a non-equilibrium geometry, with properties calculated with the ωB97M-V functional and the def2-TZVPD basis.

Cartesian coordinates (Å):
O  -1.7759  -1.3740  -2.1997
C  -1.8735  -0.6970  -1.2094
O  -2.9618  -0.6518  -0.4785
C  -0.7738  0.3498  -0.8388
C  -1.2696  1.6102  -1.3703
O  -0.7299  2.7670  -0.6903
N  0.4793  -0.1000  -1.3161
C  1.6187  -0.5667  -0.6381
O  2.4069  -1.2370  -1.2414
C  1.7048  -0.2935  0.7897
C  0.8542  -1.3504  1.6721
C  0.7880  -0.6386  3.0119
C  0.8065  0.8395  2.6862
N  1.2555  1.0525  1.3291
H  -3.4658  -1.4150  -0.6021
H  -1.0551  0.3664  0.2892
H  -1.0169  1.7880  -2.5139
H  -2.3629  1.5157  -1.1618
H  -0.0131  2.3646  -0.1176
H  0.4139  -0.6174  -2.1501
H  2.7848  -0.3689  0.9189
H  1.2679  -2.4176  1.6600
H  -0.0078  -1.5074  1.1357
H  -0.0694  -1.0063  3.5802
H  1.4836  -1.0487  3.7954
H  -0.2541  1.2028  2.6507
H  1.3805  1.4069  3.3591
H  2.1252  1.5164  1.3254

Results
**E_tot**: -723.66438 hartree
**Net charge**: 0
**Frontier orbital gap**: 0.370 Eh
**SMILES**: O=C(O)[C@H](CO)NC(=O)[C@@H]1CCCN1

=====

# 6
Below is an isolated molecule of C8H14N2O5S in a non-equilibrium geometry, with properties calculated with the ωB97M-V functional and the def2-TZVPD basis.

Cartesian coordinates (Å):
N  1.6837  -2.7113  -0.8987
C  1.2788  -1.4683  -0.3163
C  2.0555  -0.3684  -1.0580
C  3.3046  -0.0536  -0.3869
C  3.0931  0.6838  0.8795
O  1.9896  0.9854  1.2613
O  4.2143  0.9951  1.5523
C  -0.2180  -1.1984  -0.4425
O  -0.9044  -1.5855  -1.4034
N  -0.6802  -0.3223  0.4971
C  -1.9140  0.4017  0.5230
C  -2.1088  1.1958  -0.8375
S  -0.8605  2.4857  -1.0053
C  -3.2429  -0.4091  0.8271
O  -4.3807  -0.0155  0.6366
O  -2.9951  -1.5040  1.5994
H  1.4040  -2.6344  -1.9500
H  0.9123  -3.4634  -0.5897
H  1.6171  -1.5167  0.6947
H  2.1435  -0.7227  -2.1147
H  1.5716  0.5798  -1.0972
H  3.8126  0.6175  -1.0324
H  4.0175  -0.9957  -0.2204
H  4.9841  0.7455  0.9841
H  0.1082  0.0822  1.0754
H  -1.7429  1.1717  1.3434
H  -2.1778  0.4253  -1.6359
H  -3.1360  1.6299  -0.8024
H  -1.6213  3.5222  -1.7450
H  -2.0298  -1.6831  1.6868

Results
**E_tot**: -1197.14750 hartree
**Net charge**: 0
**Frontier orbital gap**: 0.347 Eh
**SMILES**: N[C@@H](CCC(=O)O)C(=O)N[C@@H](CS)C(=O)O

=====

# 7
Below is an isolated molecule of C8H14N2O6 in a non-equilibrium geometry, with properties calculated with the ωB97M-V functional and the def2-TZVPD basis.

Cartesian coordinates (Å):
N  0.4572  2.7984  -0.1222
C  1.6427  2.1378  0.5498
C  2.5051  2.6734  1.6393
O  2.8902  4.0457  1.6160
C  1.2262  0.6060  0.8949
O  1.7081  -0.0848  1.8226
N  0.3591  0.2801  0.0921
C  -0.3267  -1.0086  0.1718
C  -1.4653  -0.9954  -0.7140
C  -2.5908  -2.0776  -0.4019
C  -3.2603  -2.6113  -1.6872
O  -4.3651  -2.3696  -2.1539
O  -2.3235  -3.0209  -2.5366
C  0.6723  -2.0194  -0.5081
O  0.1698  -2.4701  -1.6489
O  1.7067  -2.3482  0.2373
H  0.9707  3.5093  -0.4972
H  -0.4582  3.0028  0.3309
H  2.3163  1.7630  -0.3565
H  3.1527  1.8229  1.9904
H  1.9296  2.7066  2.6074
H  1.9040  4.5288  1.4267
H  0.1565  1.1120  -0.3931
H  -0.6336  -0.8370  1.2105
H  -1.7989  0.1004  -0.7536
H  -1.2690  -1.2516  -1.8586
H  -3.4362  -1.8548  0.2202
H  -2.0028  -3.0385  -0.0721
H  -1.4692  -3.2127  -2.2602
H  1.6326  -1.8870  1.1543

Results
**E_tot**: -874.03511 hartree
**Net charge**: 0
**Frontier orbital gap**: 0.375 Eh
**SMILES**: N[C@@H](CO)C(=O)N[C@@H](CCC(=O)O)C(=O)O

=====

# 8
Below is an isolated molecule of C8H14N2OS2 in a non-equilibrium geometry, with properties calculated with the ωB97M-V functional and the def2-TZVPD basis.

Cartesian coordinates (Å):
C  0.1720  0.6313  -2.8623
C  0.8244  1.8797  0.2191
C  0.0173  1.9926  -0.8744
C  -0.7072  -0.4413  -0.9211
C  -2.0985  -0.7056  -0.2802
C  0.8043  -2.3481  -0.3961
C  0.9439  2.1482  2.9778
C  0.5466  -0.7942  -0.2138
N  0.5227  1.7238  -2.1508
N  -0.4703  -0.4217  -2.2629
O  1.9566  1.4247  0.3138
S  0.4564  0.5579  -4.4550
S  -0.2466  2.3346  1.6085
H  -0.7933  2.7436  -0.7659
H  -1.9409  -1.5196  0.3157
H  -2.7222  -0.9244  -1.2200
H  -2.4507  0.1794  0.1895
H  0.4471  -2.7187  -1.4065
H  0.3021  -2.7672  0.5107
H  1.9416  -2.3487  -0.3132
H  1.2753  3.0601  3.2602
H  1.8874  1.8410  2.4651
H  0.2630  1.5512  3.6445
H  1.4356  -0.1479  -0.6193
H  0.6036  -0.5457  0.8547
H  1.0337  2.4255  -2.7496
H  -1.2059  -0.6212  -2.9601

Results
**E_tot**: -1294.22194 hartree
**Net charge**: 0
**Frontier orbital gap (spin up / spin down)**: 0.266 / 0.266 Eh

=====

# 9
Below is a structure of composition C8H14N2PRu in a non-equilibrium geometry, with properties calculated with the ωB97M-V functional and the def2-TZVPD basis.

Cartesian coordinates (Å):
C  -0.5879  -0.7760  -1.6294
C  -0.6858  0.0968  -2.6862
C  -0.3018  1.4579  -2.6745
C  0.2994  2.0953  -1.5817
C  0.6653  1.4544  -0.3800
Ru  -0.3574  -0.0002  0.1479
P  0.3358  -2.0906  0.7155
H  -0.7581  -1.8451  -1.8638
H  -1.0664  -0.3239  -3.6216
H  -0.4443  2.0250  -3.5948
H  1.2745  2.0891  0.2913
H  0.5523  3.1602  -1.6542
H  1.6391  -2.3699  1.2442
H  0.3467  -3.0033  -0.3684
H  -0.5003  -2.8513  1.6181
C  1.0846  -0.6558  5.1673
N  0.0385  0.0679  4.4222
C  -1.0662  0.7357  5.1227
C  0.0083  0.0970  3.1262
N  -0.4991  0.4299  2.0853
H  0.8828  -0.5388  6.2338
H  2.0807  -0.2471  4.9411
H  1.0875  -1.7281  4.9166
H  -1.1030  1.7973  4.8487
H  -2.0310  0.2779  4.8674
H  -0.8959  0.6402  6.1930

Results
**Multiplicity**: 6
**E_tot**: -858.64595 hartree
**Net charge**: 0
**Frontier orbital gap (spin up / spin down)**: 0.209 / 0.265 Eh